No. 1
Molecular formula: C2H8NO2PS
Method: DFT, ωB97M-V/def2-TZVPD

```
15
Properties=species:S:1:pos:R:3:forces:R:3:nbo_charge:R:1
H 0.19157 -0.84444 -1.62141 -0.2 1.0 2.1 0.214
H 0.18932 1.86598 -1.05566 1.7 0.7 -0.8 0.290
N -0.64536 -1.00742 0.48925 0.0 1.0 -1.1 -0.855
O 1.61032 0.18076 1.70329 0.8 -0.9 1.0 -1.013
C 0.01127 -0.25411 -0.61050 2.1 -0.2 -0.2 -0.317
O 2.27075 2.08442 -0.30283 -2.4 -7.1 1.5 -1.000
H 3.09654 -0.32177 -1.65571 0.0 0.6 -1.0 0.167
H -0.23556 -1.91872 0.65241 0.0 0.0 -0.3 0.372
C -0.54015 1.13109 -0.91014 -2.2 -0.6 -0.9 -0.690
P 1.72642 0.28959 0.15867 1.2 7.2 -3.0 1.714
H -1.60385 -1.12335 0.20364 -0.4 -0.3 0.2 0.370
H -1.05885 1.61353 -0.12044 -0.8 -0.2 1.4 0.225
H -1.25157 1.19344 -1.75104 0.3 -0.5 0.1 0.217
S 3.25859 -0.93510 -0.51621 0.0 -0.8 1.4 -0.249
H 0.86342 0.38514 2.27451 -0.3 0.0 -0.6 0.553
```
Positions in Å, forces in eV/Å.

Computed properties:
ΔE to the lowest compared entry with this formula, charge and spin	458.7	kJ/mol
Kohn-Sham gap	9.0877	eV
LUMO energy	0.015	Eh
calculated total energy	-27911.1148	eV
max |F|	7.9	eV/Å


No. 2
Molecular formula: C4H9NO2
Method: DFT, ωB97M-V/def2-TZVPD

```
16
Properties=species:S:1:pos:R:3:forces:R:3:nbo_charge:R:1
H -2.01170 -1.57179 -0.26865 0.6 0.1 0.3 0.221
H -2.56570 1.41244 0.43167 0.7 0.1 -1.7 0.221
H 2.96680 0.49506 0.70416 1.6 1.1 0.0 0.183
C -0.93253 0.12733 0.05977 6.3 3.5 0.6 0.132
C 2.63239 -0.27380 0.06205 1.4 -0.3 -1.5 -0.271
C -1.82284 1.20114 -0.41894 0.0 -0.2 2.1 -0.666
C -1.27175 -1.19224 0.48784 -2.3 -1.7 -0.1 -0.679
H -2.22506 0.74796 -1.28181 -1.5 -0.1 -1.1 0.223
H -0.39421 -1.75906 0.41677 1.0 -1.2 0.0 0.249
O 1.37280 -0.48622 0.51129 -3.0 -1.4 1.2 -0.392
H 3.22761 -1.18923 0.17170 -0.4 0.2 0.1 0.197
H -1.79372 -1.48870 1.43253 0.5 1.1 -0.2 0.223
O 1.00940 1.40040 -0.60546 0.6 2.5 -0.7 -0.470
H 2.53247 -0.00328 -1.00267 1.0 0.1 0.4 0.202
H -1.22949 2.04783 -0.74470 -0.2 0.3 0.3 0.254
N 0.50554 0.53215 0.04445 -6.3 -4.0 0.2 0.372
```
Positions in Å, forces in eV/Å.

Computed properties:
ΔE to the lowest compared entry with this formula, charge and spin	604.0	kJ/mol
Kohn-Sham gap	8.5217	eV
LUMO energy	0.035	Eh
calculated total energy	-9873.8009	eV
max |F|	7.5	eV/Å


Number 1: HOMO -8.687 eV. Number 2: HOMO -7.563 eV.